(1)
This record from the Open Molecules 2025 dataset describes a structure of composition C28H62Cl30NO8PSi2. The level of theory is wB97M-V/def2-TZVPD.

CARTESIAN COORDINATES (ANGSTROEM)
C 3.47286 -1.79557 3.08610
O 2.02959 -1.74917 2.78534
C 1.75393 -2.38804 1.47622
C 1.43777 -1.18241 0.36683
C -0.12715 -0.74146 0.62101
Si -0.59952 0.94001 -0.27486
C -1.48766 0.65501 -1.94898
C -0.77273 -0.69408 -2.63477
C -1.74418 -1.99953 -2.32646
O -1.03341 -3.16164 -1.77161
O -1.43281 1.93617 0.89208
Si -3.15518 1.66163 0.96451
C -3.72228 -0.16886 1.06443
O -4.25288 -0.59294 2.37999
C -3.25149 -1.40927 3.10213
O -3.11181 -2.78717 2.60622
C -4.31655 -3.59631 2.84309
C -5.31535 -3.71404 1.51388
O -4.60172 -4.14571 0.29093
O -4.04580 2.46823 -0.36561
N -5.25112 2.75811 0.21926
O -5.19871 3.86545 0.74284
P 1.27512 2.06274 -0.77685
C 2.36446 1.07886 -1.99724
C 2.20603 2.58736 0.80430
H 3.72626 -2.89680 3.43014
H 4.07325 -1.48936 2.11689
H 3.70586 -0.97969 3.89818
H 0.74779 -3.02000 1.57097
H 2.65675 -3.07274 1.12064
H 1.63909 -1.67146 -0.68722
H 2.18995 -0.30514 0.60445
H -0.85491 -1.62520 0.33003
H -0.24638 -0.54679 1.76891
H -2.62644 0.39817 -1.89605
H -1.30650 1.56250 -2.66495
H -0.66588 -0.47180 -3.78139
H 0.28371 -0.77436 -2.13926
H -2.64408 -1.76266 -1.61139
H -2.23754 -2.33285 -3.36095
H -0.03737 -3.07931 -1.85218
H -3.63642 2.34586 2.19254
H -2.93348 -0.96998 0.74319
H -4.63333 -0.28626 0.30345
H -2.20224 -0.87793 2.89812
H -3.51964 -1.32467 4.24758
H -3.93572 -4.70903 3.04758
H -4.94024 -3.29709 3.78835
H -6.16800 -4.52293 1.70750
H -5.82331 -2.68074 1.30014
H -4.89499 -3.58554 -0.50691
H 3.00744 0.23845 -1.48494
H 1.76334 0.68690 -2.95153
H 3.14896 1.85634 -2.44380
H 1.79955 2.13370 1.80365
H 3.35421 2.30435 0.67513
H 2.19927 3.77846 0.88540
C -3.09855 -1.53754 -6.52458
Cl -1.58126 -2.26584 -5.98357
Cl -4.20463 -1.29017 -5.16795
H -2.88392 -0.57209 -6.98924
H -3.57163 -2.20055 -7.25301
C 4.26409 -2.36596 -2.33790
Cl 2.71662 -2.47242 -3.18600
Cl 4.03278 -2.40071 -0.58565
H 4.88942 -3.21276 -2.63109
H 4.75709 -1.43046 -2.61321
C 0.07712 0.97848 4.35969
Cl -0.73180 2.29470 3.50033
Cl -1.06824 0.06803 5.35181
H 0.53101 0.30333 3.63016
H 0.85191 1.39851 5.00566
C 1.05610 5.11748 -3.78296
Cl 2.58748 5.02293 -2.90478
Cl 0.54691 3.52144 -4.34728
H 0.28888 5.52111 -3.11774
H 1.18064 5.77676 -4.64542
C 7.14092 -2.94714 4.38625
Cl 8.02164 -1.42009 4.25304
Cl 6.13984 -3.23079 2.95711
H 7.85924 -3.76460 4.48543
H 6.49837 -2.91142 5.26934
C 6.65865 1.09547 -2.55940
Cl 5.19968 1.20610 -3.55159
Cl 6.41206 0.01224 -1.18431
H 7.47754 0.71134 -3.17254
H 6.91207 2.09104 -2.18709
C 7.52680 3.18194 1.53648
Cl 5.79726 2.93925 1.81051
Cl 7.97985 2.72683 -0.11054
H 7.76729 4.23630 1.69316
H 8.08880 2.56636 2.24304
C -7.12288 6.80435 1.11491
Cl -7.93180 8.12057 0.25555
Cl -8.26824 5.89390 2.10703
H -6.66899 6.12920 0.38538
H -6.34809 7.22439 1.76088
C -7.33371 -5.96969 4.69719
Cl -5.62101 -6.09068 4.27611
Cl -8.16485 -4.80979 3.65369
H -7.79916 -6.95131 4.57954
H -7.42247 -5.64134 5.73560
C 5.68831 -1.11724 -6.91936
Cl 4.76470 0.31712 -7.38286
Cl 5.85064 -1.22897 -5.16260
H 5.17115 -2.00722 -7.28619
H 6.68400 -1.05885 -7.36567
C 8.42533 5.37965 -3.26903
Cl 6.70040 5.62061 -2.96602
Cl 8.89034 3.69640 -2.99425
H 8.64472 5.64461 -4.30621
H 8.99802 6.02151 -2.59520
C -1.33371 5.07489 0.27369
Cl 0.37899 4.95390 -0.14739
Cl -2.16485 6.23480 -0.76980
H -1.79916 4.09327 0.15604
H -1.42247 5.40325 1.31211
C -4.36176 3.64813 5.17007
Cl -3.87290 2.19241 4.29418
Cl -3.59098 5.08733 4.49209
H -5.44657 3.75860 5.09898
H -4.06898 3.54799 6.21804
C 1.06629 -5.99827 1.66917
Cl 2.77899 -6.11926 1.24809
Cl 0.23515 -4.83836 0.62568
H 0.60084 -6.97989 1.55152
H 0.97753 -5.66991 2.70759
C -6.65932 -3.29693 -2.79995
Cl -5.77860 -1.76989 -2.93316
Cl -7.66040 -3.58059 -4.22909
H -5.94100 -4.11440 -2.70077
H -7.30187 -3.26121 -1.91686

Calculated values
- Charge: 0
- Kohn-Sham gap: 6.551 eV
- Lowest unoccupied orbital energy: -0.378 eV

Atomic partial charges in e from the Löwdin method, atoms 1 to 99: C -0.171; O -0.284; C -0.290; C -0.248; C -0.242; Si 0.360; C -0.259; C -0.195; C -0.233; O -0.175; O -0.483; Si 0.549; C -0.236; O -0.238; C -0.219; O -0.155; C -0.197; C -0.202; O -0.140; O -0.219; N -0.082; O -0.012; P 0.708; C -0.401; C -0.381; H 0.056; H 0.061; H 0.107; H 0.031; H 0.028; H 0.036; H 0.095; H 0.086; H 0.068; H 0.078; H 0.072; H 0.096; H 0.048; H 0.104; H 0.059; H 0.061; H -0.076; H 0.090; H 0.120; H 0.119; H 0.141; H 0.083; H 0.122; H 0.080; H 0.124; H 0.076; H 0.011; H 0.057; H -0.029; H 0.032; H 0.010; H -0.003; C -0.988; Cl 0.539; Cl 0.478; H 0.030; H 0.031; C -1.012; Cl 0.552; Cl 0.614; H 0.036; H -0.083; C -0.974; Cl 0.577; Cl 0.539; H 0.001; H 0.034; C -1.016; Cl 0.485; Cl 0.502; H -0.001; H 0.028; C -1.005; Cl 0.498; Cl 0.560; H 0.028; H 0.033; C -1.022; Cl 0.538; Cl 0.532; H 0.027; H -0.094; C -0.986; Cl 0.530; Cl 0.525; H 0.032; H 0.030; C -1.042; Cl 0.496; Cl 0.491; H 0.011; H 0.030; C -0.994; Cl 0.574

---

(2)
This record from the Open Molecules 2025 dataset describes a cluster of 6 separate species, C28H62ClN2O13P in total. The level of theory is wB97M-V/def2-TZVPD.

CARTESIAN COORDINATES (ANGSTROEM)
C 3.62445 1.97741 3.85781
C 4.14307 0.57607 3.20376
O 3.88826 -0.47016 4.17370
C 3.97522 -1.79407 3.58757
C 2.65856 -2.17519 2.70935
O 1.57935 -2.73935 3.49696
C 0.74516 -1.72642 4.08767
C -0.27061 -2.46903 5.11973
N -1.12751 -2.93123 5.84438
C -0.15921 -0.88909 3.04234
C -1.45594 -0.21719 3.75136
N -2.37518 -0.00111 4.51931
P -0.81471 -1.87320 1.55084
O 0.41490 -1.69030 0.31867
Cl -1.04921 -3.94371 2.03010
H 3.02207 2.54159 3.04255
H 4.47108 2.62877 4.26510
H 2.84271 1.73287 4.68260
H 3.54149 0.46190 2.21984
H 5.25938 0.62049 2.89330
H 4.06525 -2.54487 4.46163
H 4.95635 -1.89982 2.97048
H 3.01184 -3.02130 1.99511
H 2.35247 -1.29917 2.03826
H 1.32552 -0.96227 4.74146
H 0.46907 -0.01241 2.61345
H 0.54505 -0.69966 0.30641
C 3.39308 5.53408 1.47740
O 4.20025 4.36320 1.49664
C 4.33908 3.77905 0.20229
C 5.69300 4.11630 -0.41658
O 5.79622 5.50641 -0.71310
C 6.56759 6.20976 0.25092
H 3.50923 6.04412 2.43537
H 3.68995 6.21974 0.67965
H 2.34129 5.25660 1.35144
H 3.51966 4.08859 -0.45623
H 4.27294 2.69414 0.33411
H 5.78904 3.57900 -1.36544
H 6.51280 3.79332 0.23567
H 7.62837 5.97251 0.12040
H 6.25966 5.97236 1.27210
H 6.42721 7.28028 0.08589
C 0.51751 -6.31735 -3.87072
O -0.47548 -5.42367 -4.35643
C -1.78909 -5.79180 -3.93752
C -2.26457 -4.92272 -2.77654
O -1.50340 -5.17015 -1.59689
C -0.52867 -4.16418 -1.36173
H 1.49595 -5.86272 -4.03638
H 0.40096 -6.51285 -2.80151
H 0.46925 -7.26073 -4.42457
H -1.83212 -6.85444 -3.67400
H -2.45251 -5.63056 -4.79254
H -3.30315 -5.18093 -2.54683
H -2.23522 -3.86021 -3.04551
H -1.01820 -3.25127 -1.00939
H 0.05727 -3.94610 -2.25828
H 0.14875 -4.51929 -0.58232
C 1.57211 1.64294 -5.14929
O 2.62443 0.98281 -4.45729
C 2.75728 1.43591 -3.11193
C 2.14024 0.44377 -2.12964
O 0.72271 0.38040 -2.27643
C 0.30465 -0.77017 -3.00206
H 1.38429 1.10326 -6.07913
H 0.64866 1.66060 -4.56440
H 1.87380 2.66726 -5.39140
H 2.31803 2.43242 -2.98953
H 3.82939 1.51373 -2.90671
H 2.34131 0.78876 -1.10963
H 2.58980 -0.54971 -2.24182
H 0.40809 -1.65924 -2.37300
H 0.87513 -0.90267 -3.92432
H -0.74960 -0.64756 -3.26115
C -1.53585 2.88551 -2.32813
O -1.52312 3.84710 -1.28035
C -2.63963 4.73304 -1.34316
C -3.70929 4.34904 -0.32375
O -4.31160 3.09817 -0.64862
C -3.81077 2.03221 0.14830
H -0.79528 2.11791 -2.09628
H -2.51346 2.40649 -2.42924
H -1.26163 3.36561 -3.27389
H -3.05723 4.76475 -2.35565
H -2.26657 5.73313 -1.10213
H -4.50333 5.10204 -0.34757
H -3.29455 4.33159 0.69092
H -4.21396 2.10775 1.16325
H -2.71839 2.02851 0.18484
H -4.14654 1.08997 -0.29014
C -6.48639 -0.50770 0.97038
O -5.24019 -1.01901 1.42423
C -5.36750 -1.76384 2.63618
C -5.33700 -3.26663 2.36960
O -6.49119 -3.69000 1.64599
C -6.21939 -3.89546 0.26726
H -6.35599 -0.14853 -0.05229
H -7.26593 -1.27407 0.97341
H -6.79395 0.33237 1.60199
H -6.27825 -1.48046 3.17536
H -4.51032 -1.50023 3.26293
H -5.35001 -3.79363 3.32864
H -4.41868 -3.55222 1.84304
H -5.64206 -4.81678 0.13727
H -5.67585 -3.05485 -0.17128
H -7.17193 -4.00433 -0.25645

Calculated values
- Charge: 0
- SMILES string: CCOCCO[C@H](C#N)[C@H](C#N)P(O)Cl.COCCOC.COCCOC.COCCOC.COCCOC.COCCOC
- Kohn-Sham gap: 8.857 eV
- Lowest unoccupied orbital energy: -0.127 eV

Atomic partial charges in e from the Löwdin method, atoms 1 to 99: C -0.073; C -0.256; O -0.213; C -0.158; C -0.158; O -0.176; C -0.301; C -0.126; N 0.139; C -0.394; C -0.187; N 0.146; P 0.708; O -0.394; Cl 0.249; H 0.069; H 0.081; H 0.086; H 0.102; H 0.131; H 0.145; H 0.138; H 0.152; H 0.097; H 0.164; H 0.121; H 0.047; C -0.101; O -0.217; C -0.200; C -0.196; O -0.190; C -0.109; H 0.091; H 0.085; H 0.089; H 0.125; H 0.112; H 0.120; H 0.127; H 0.088; H 0.083; H 0.091; C -0.111; O -0.195; C -0.196; C -0.193; O -0.191; C -0.154; H 0.088; H 0.084; H 0.088; H 0.126; H 0.123; H 0.122; H 0.125; H 0.049; H 0.079; H 0.070; C -0.102; O -0.186; C -0.195; C -0.193; O -0.229; C -0.088; H 0.092; H 0.074; H 0.091; H 0.125; H 0.121; H 0.111; H 0.132; H 0.060; H 0.092; H 0.098; C -0.106; O -0.196; C -0.199; C -0.199; O -0.192; C -0.106; H 0.068; H 0.088; H 0.088; H 0.125; H 0.121; H 0.123; H 0.125; H 0.092; H 0.080; H 0.081; C -0.115; O -0.214; C -0.192; C -0.193; O -0.192; C -0.113; H 0.084; H 0.084

---

In order of appearance, HOMO energy = -6.929, -8.984 eV.
In order of appearance, largest force on an atom = 4.246, 6.935 eV Å⁻¹.